[1]
A 2-piece molecular cluster, C20H29N2O7PS overall in a non-equilibrium geometry. Source: the Open Molecules 2025 dataset; level of theory: ωB97M-V/def2-TZVPD.

structure (SMILES) = COCCCCCCCCC[C@](C#N)(CC#N)P(O)(O)=S.O=C1C=C(O)C(=O)C=C1O
E_HOMO = -0.340 Ha
Kohn-Sham gap = 7.78 eV

The geometry in ORCA input format:
```
! wB97M-V def2-TZVPD RIJCOSX def2/J DEFGRID3
* xyz 0 1
C 1.92 -5.82 -4.32
H 2.86 -3.91 -0.60
H -1.46 -0.23 -2.13
H -5.45 -0.91 0.84
H 4.00 4.36 0.26
P 3.32 3.45 2.04
H -0.32 -3.25 -3.63
H -1.05 -2.75 1.37
C 0.81 3.69 3.51
C -1.35 3.62 -0.52
H -0.75 2.11 -2.09
O 1.13 -3.03 -1.46
H -2.38 -0.12 2.28
O 2.11 -6.65 -5.19
H -2.27 -1.73 3.02
H -4.31 0.38 1.46
C -2.41 -1.21 2.04
C 1.39 1.55 2.36
C -1.23 -1.68 1.13
H -1.05 4.63 1.36
H 1.12 4.57 0.62
H 3.60 -6.38 -3.05
C 1.34 -3.84 -2.34
H -0.65 4.25 -1.13
C 2.50 -4.78 -2.21
H 0.12 -0.42 -1.20
O 4.02 3.64 3.51
C -1.49 -1.63 -0.41
O -3.69 -1.64 1.56
C -0.24 2.71 4.03
O 3.60 4.73 1.07
C -0.80 3.63 0.93
H -2.45 2.12 -1.63
C 2.77 -5.70 -3.14
C 0.78 -4.87 -4.47
H 3.93 2.78 3.96
O 0.04 -4.98 -5.58
H 1.61 3.66 4.28
C -1.42 2.21 -1.21
H 0.43 -5.72 -6.08
H -0.34 1.06 0.40
C 0.77 3.55 0.87
O 3.26 -4.64 -1.11
H -2.33 4.14 -0.60
H -0.91 -2.48 -0.86
C -0.99 -0.32 -1.12
C -4.40 -0.58 0.91
H -2.55 -1.83 -0.68
S 4.12 1.91 1.16
H 0.39 4.69 3.37
H 1.02 2.86 0.03
C 1.45 3.07 2.18
H -0.30 -1.14 1.40
H -4.04 -0.40 -0.13
N -1.09 2.01 4.25
H -2.11 0.89 0.38
C 0.51 -3.95 -3.54
C -1.22 0.99 -0.27
H -1.27 2.89 1.60
N 1.41 0.44 2.51
*
```

Atom charges from the natural (NBO) analysis, given in e for atoms 1 to 2: 0.47, 0.51



[2]
One molecule with the formula C21H24N4O2. Source: the Open Molecules 2025 dataset; level of theory: ωB97M-V/def2-TZVPD.

relative energy (zero: lowest compared OMol25 entry of this formula, charge and spin) = 205.2 kJ/mol
structure (SMILES) = Cc1cc(=O)nc2c3ccccc3n(CC(=O)NCCC3=CCCCC3)n12
E_HOMO = -0.303 Ha
Kohn-Sham gap = 8.27 eV

The geometry in ORCA input format:
```
! wB97M-V def2-TZVPD RIJCOSX def2/J DEFGRID3
* xyz 0 1
C 2.11 -1.26 0.73
H 4.02 -1.25 -0.27
C -4.14 -2.58 -0.01
H -4.74 -3.40 0.35
H 3.40 2.05 2.10
C 3.52 -0.77 0.57
C -2.09 0.42 1.01
H -0.56 -1.63 -1.64
C -3.19 -1.39 -1.90
H -1.06 3.52 -1.45
H 4.52 1.13 0.32
N 0.34 -1.20 -1.83
H 1.20 1.02 2.97
H 4.08 -1.00 1.48
H -0.86 1.76 -2.72
O 1.41 0.73 -2.35
N -1.86 0.64 -1.25
C 2.72 1.46 1.49
C 1.96 0.49 2.40
H -4.41 -3.12 -2.06
H 1.43 -2.92 -2.22
C 0.39 0.09 -2.18
H 0.70 -2.80 0.24
H 0.32 -0.90 1.79
H 2.67 0.05 3.11
H 2.00 2.16 1.04
H -3.70 -1.79 1.95
C -0.28 3.21 -0.75
C -2.61 -0.49 -1.01
C -3.57 -1.69 0.89
H -0.24 3.52 1.93
C -3.95 -2.42 -1.38
C -0.75 2.62 1.63
C 3.49 0.75 0.37
C -2.80 -0.65 0.38
C -1.30 1.78 2.69
C 1.65 -2.41 -0.12
H -1.50 0.19 -3.22
H -3.07 -1.28 -2.97
C -0.85 2.32 0.31
N -2.01 0.67 2.26
N -1.50 1.15 -0.01
O -1.17 2.04 3.87
H 0.13 4.10 -0.28
C -1.00 0.72 -2.41
C 1.35 -0.63 1.61
C 1.51 -2.02 -1.60
H 2.37 -1.43 -1.92
H 0.52 2.71 -1.29
H 3.02 0.95 -0.60
H 2.39 -3.22 -0.06
*
```

Atom charges from the natural (NBO) analysis, given in e for atoms 1 to 2: 0.02, 0.21



[3]
F2LiPTl as an isolated structure in a non-equilibrium geometry. Source: the Open Molecules 2025 dataset; level of theory: ωB97M-V/def2-TZVPD.

E_HOMO (spin up / spin down) = -0.270 / -0.261 Ha
Kohn-Sham gap (spin up / spin down) = 6.13 / 5.94 eV

The geometry in ORCA input format:
```
! wB97M-V def2-TZVPD RIJCOSX def2/J DEFGRID3
* xyz 0 2
Tl -2.18 0.27 0.68
F 1.73 -0.14 0.56
P 0.57 -0.81 -0.48
F -1.35 1.88 -0.17
Li 0.92 -3.25 -0.08
*
```

Atom charges from the Löwdin analysis, given in e for atoms 1 to 2: 0.55, -0.65



[4]
C3H6ClNS as an isolated structure in a non-equilibrium geometry. Source: the Open Molecules 2025 dataset; level of theory: ωB97M-V/def2-TZVPD.

relative energy (zero: lowest compared OMol25 entry of this formula, charge and spin) = 254.4 kJ/mol
E_HOMO = -0.288 Ha
Kohn-Sham gap = 8.36 eV

The geometry in ORCA input format:
```
! wB97M-V def2-TZVPD RIJCOSX def2/J DEFGRID3
* xyz 0 1
H 0.25 2.23 -0.22
H 0.76 0.28 -1.58
H -2.09 -1.47 -0.23
Cl 2.47 0.41 -0.04
H 0.10 1.40 1.27
N -1.57 -0.71 0.32
S -1.75 0.90 -0.22
H 0.30 -2.20 -0.28
C 0.27 -1.12 0.11
C 0.79 0.15 -0.43
C 0.02 1.26 0.19
H 0.45 -1.12 1.12
*
```

Atom charges from the natural (NBO) analysis, given in e for atoms 1 to 2: 0.24, 0.24



[5]
C6H16F18Li2N3O20S6 as an isolated structure in a non-equilibrium geometry. Source: the Open Molecules 2025 dataset; level of theory: ωB97M-V/def2-TZVPD.

relative energy (zero: lowest compared OMol25 entry of this formula, charge and spin) = 0.0 kJ/mol
E_HOMO = -0.204 Ha
Kohn-Sham gap = 5.46 eV

The geometry in ORCA input format:
```
! wB97M-V def2-TZVPD RIJCOSX def2/J DEFGRID3
* xyz -1 1
S -0.81 -1.86 -0.07
H 5.25 0.11 -1.04
O -5.55 -2.61 -3.82
O 5.18 0.15 -0.08
S 0.81 4.48 1.98
O -3.10 -6.33 2.49
H 5.20 1.09 0.12
Li 1.82 -1.63 1.88
H -3.91 0.16 -2.06
F 2.50 1.23 0.59
F 2.35 1.88 5.54
Li -0.45 2.70 4.10
F -5.46 -1.26 -7.48
H 2.70 0.72 2.47
F -0.44 -4.05 1.21
O -0.39 -1.36 -1.37
H 2.83 0.12 3.85
S -4.87 -1.84 -4.86
F 4.05 3.14 5.81
O -2.75 -2.36 -2.85
O -0.30 3.84 1.26
O -0.13 0.69 -3.48
H -2.33 -5.79 2.70
F -0.44 -4.39 -3.67
S -0.26 0.43 0.85
H 4.52 3.21 1.57
O -0.24 1.11 2.10
H -0.51 -2.03 2.99
C 1.41 1.07 -0.17
F -5.82 -3.42 -6.85
N -3.17 -2.17 -5.39
O 2.00 4.73 1.14
O 4.93 3.08 0.71
F -0.81 -4.35 -1.01
C -5.85 -2.18 -6.53
O 3.44 -1.80 0.75
C -0.08 6.15 2.56
O -4.96 -0.44 -4.59
H 3.89 -2.45 0.22
S -2.79 -3.04 -4.14
C -0.89 -3.46 -4.53
F 0.54 6.81 3.51
H 0.76 0.99 -3.32
F -7.11 -1.80 -6.25
N 0.09 -1.28 1.10
H -0.42 -0.86 3.95
F 1.16 -3.56 -0.20
F -1.35 5.84 3.03
F 1.12 2.19 -0.78
H 4.66 3.84 0.20
F 2.07 4.00 6.21
F -0.21 -2.28 -4.46
O -0.83 -1.72 3.84
O -3.53 -4.33 -4.16
F 1.78 0.14 -1.07
H 3.97 -1.01 0.67
O 3.19 5.03 3.61
O -2.21 -1.92 0.28
S 2.56 3.73 3.66
O -3.44 0.98 -1.90
O 3.18 2.74 2.74
N 1.02 3.72 3.53
C 2.77 3.14 5.48
C -0.17 -3.61 -0.03
O 2.57 -0.09 2.95
H -2.70 0.73 -1.35
O -1.46 0.87 0.07
F -0.86 -3.88 -5.77
H -3.53 -6.47 3.33
F -0.10 7.06 1.59
H -0.09 -0.26 -3.36
*
```

Atom charges from the Löwdin analysis, given in e for atoms 1 to 2: 0.56, 0.06



[6]
C14H45N4O6 as an isolated structure in a non-equilibrium geometry. Source: the Open Molecules 2025 dataset; level of theory: ωB97M-V/def2-TZVPD.

relative energy (zero: lowest compared OMol25 entry of this formula, charge and spin) = 1630.0 kJ/mol
E_HOMO = -0.409 Ha
Kohn-Sham gap = 8.71 eV

The geometry in ORCA input format:
```
! wB97M-V def2-TZVPD RIJCOSX def2/J DEFGRID3
* xyz 1 1
H -3.83 -3.25 0.13
O -0.47 0.57 -2.91
H 1.41 0.15 -3.54
H 1.07 -1.52 -2.93
H -1.55 4.30 1.76
C -0.05 -2.31 3.29
H -0.08 0.13 -0.12
H 2.06 -1.72 2.58
H 0.02 0.22 2.09
H 2.96 2.29 -0.21
H -0.36 -1.06 -3.89
O -2.20 1.16 0.63
H 2.83 -1.30 -0.44
C 1.44 -0.37 0.94
H -2.47 -3.20 -1.02
H 3.10 4.50 0.22
N -0.48 0.91 -0.63
H -1.93 -0.42 -3.76
H 3.29 -0.84 1.92
H -3.10 -1.32 -0.03
H 2.07 0.04 2.89
H 1.75 2.37 -2.22
C 2.04 2.84 -0.35
H -0.72 -3.11 3.61
C -2.77 -3.47 -0.01
H 1.05 1.75 1.29
O 0.49 -2.58 2.00
H 1.86 5.05 -0.87
N -2.27 -1.15 0.52
O 1.45 -0.18 -1.49
H 1.82 0.65 0.87
H -0.64 1.12 -3.68
H 3.30 4.05 -1.49
H -1.29 1.13 -0.07
H -2.27 0.23 0.82
H 1.97 3.16 1.75
O -2.47 -0.97 -1.30
H 1.26 -2.06 -0.53
H 0.79 -2.22 3.96
C -1.04 -0.60 -3.17
H 0.24 1.61 -0.70
H -1.38 -2.45 -2.20
C 2.23 -0.74 2.13
H -2.23 -2.66 2.02
C -1.30 -1.40 -1.93
N 0.07 -0.36 1.27
H -1.82 -0.83 -0.32
C -0.68 3.72 2.10
H -0.59 -1.36 3.28
H 0.38 2.72 -1.52
O 0.11 3.55 0.90
H -0.03 4.20 2.82
H -3.19 -1.36 -1.80
H -2.66 -4.52 0.29
C -1.96 -2.50 0.97
H -0.24 -3.94 1.03
H 0.08 -2.47 0.07
C 2.57 4.25 -0.70
H -0.52 -1.37 -1.17
H -1.22 2.88 2.54
H 2.67 -0.99 -3.08
C 1.25 2.79 1.02
N 1.22 2.18 -1.38
H -0.77 0.60 -1.54
H -0.24 -1.31 1.42
C 1.68 -0.62 -2.83
H -3.02 1.37 0.18
C 1.76 -1.10 -0.40
C -0.42 -2.86 0.95
*
```

Atom charges from the natural (NBO) analysis, given in e for atoms 1 to 2: 0.22, -0.69



[7]
A 2-piece molecular cluster, CH4NO2 overall in a non-equilibrium geometry. Source: the Open Molecules 2025 dataset; level of theory: ωB97M-V/def2-TZVPD.

relative energy (zero: lowest compared OMol25 entry of this formula, charge and spin) = 702.1 kJ/mol
E_HOMO = -0.603 Ha
Kohn-Sham gap = 10.94 eV

The geometry in ORCA input format:
```
! wB97M-V def2-TZVPD RIJCOSX def2/J DEFGRID3
* xyz 1 1
H -0.94 -0.36 0.38
C 0.70 0.78 -0.61
H 0.32 0.25 1.52
O 1.22 1.93 -0.18
O 2.02 0.86 -0.65
N 0.08 -0.18 0.52
H 0.19 0.70 -2.24
H 0.52 -1.09 0.52
*
```

Atom charges from the natural (NBO) analysis, given in e for atoms 1 to 2: 0.47, 0.49



[8]
HNO4P as an isolated structure in a non-equilibrium geometry. Source: the Open Molecules 2025 dataset; level of theory: ωB97M-V/def2-TZVPD.

relative energy (zero: lowest compared OMol25 entry of this formula, charge and spin) = 126.5 kJ/mol
E_HOMO = -0.177 Ha
Kohn-Sham gap = 9.09 eV

The geometry in ORCA input format:
```
! wB97M-V def2-TZVPD RIJCOSX def2/J DEFGRID3
* xyz -1 1
O -0.36 -2.14 0.75
O -1.16 0.21 -0.22
O 1.00 -0.82 -0.98
H 0.35 1.06 -0.78
P 0.01 -0.85 0.12
O 0.40 1.11 1.14
N -0.25 1.43 -0.03
*
```

Atom charges from the natural (NBO) analysis, given in e for atoms 1 to 2: -1.08, -0.76



Across the entries above, E takes the values -2155.19573, -1184.13828, -721.05794, -1030.95552, -6109.07629, -1229.97700, -245.21416, -697.69696 hartree, respectively.